47
Properties=species:S:1:pos:R:3:forces:R:3:mulliken_charge:R:1 method="wB97M-V/def2-TZVPD" orbital_gap_ha="0.2424 / 0.2464" total_charge=+2 energy_ha=-2385.6795 lumo_energy_ev="-8.062 / -7.854" homo_energy_ev="-14.66 / -14.56"
Mo 0.352 -0.110 -0.180 0.470 1.325 0.004 0.53
N -0.917 -3.766 1.264 0.509 0.453 0.226 0.02
C -1.898 -3.713 0.292 -0.445 0.649 -0.919 0.37
C -2.890 -4.605 -0.087 -0.005 0.053 0.070 -1.04
C -3.703 -4.225 -1.138 0.129 -0.075 0.124 -0.52
C -3.552 -2.991 -1.781 0.130 0.096 -0.005 -0.68
C -2.561 -2.098 -1.415 -0.004 0.013 0.046 -0.53
C -1.717 -2.483 -0.378 -0.591 -0.842 -0.159 0.51
N -0.630 -1.840 0.186 -0.219 -0.973 0.320 0.30
C -0.192 -2.645 1.180 -0.462 -0.075 -0.321 0.17
C 0.939 -2.158 1.911 0.610 -0.157 1.117 -0.42
C 1.556 -2.517 3.081 -0.307 0.148 -0.697 -0.16
S 2.812 -1.423 3.454 -0.252 0.135 -0.533 -0.03
C 2.458 -0.541 2.039 0.270 -0.138 0.232 -0.07
N 1.464 -1.021 1.334 0.762 -0.200 0.688 0.03
H -0.777 -4.535 1.906 0.091 0.129 -0.004 0.26
H -3.025 -5.545 0.420 -0.045 -0.183 0.045 0.44
H -4.475 -4.899 -1.477 -0.075 -0.031 0.029 0.42
H -4.227 -2.744 -2.586 -0.026 0.077 -0.047 0.43
H -2.453 -1.132 -1.896 -0.011 -0.112 -0.018 0.44
H 1.326 -3.348 3.718 -0.022 -0.176 0.166 0.43
H 3.022 0.329 1.741 -0.024 0.103 0.029 0.43
C 2.692 7.825 -2.380 0.119 0.225 -0.073 -1.47
C 2.227 6.450 -2.068 -0.097 -0.368 0.080 0.87
C 0.977 6.002 -2.509 -0.018 -0.144 0.032 -0.90
C 0.567 4.698 -2.313 -0.119 0.027 -0.133 -0.30
C 1.423 3.840 -1.637 -0.249 -0.737 0.156 0.07
C 2.657 4.255 -1.151 0.113 -0.163 0.190 -0.37
C 3.049 5.560 -1.368 -0.126 -0.068 -0.059 -0.86
S 1.045 2.129 -1.504 -0.754 0.756 0.399 2.02
O 1.934 1.432 -0.553 0.688 -0.134 0.446 -0.52
O 1.173 1.546 -2.862 0.228 -0.854 -0.760 -0.62
N -0.408 1.651 -0.979 0.502 0.446 -0.780 -0.42
C -1.174 2.511 -0.131 -0.516 0.321 1.155 -0.23
C -1.157 1.885 1.313 -1.131 1.942 -0.778 0.40
O -1.767 2.350 2.223 0.175 -0.190 -0.020 -0.53
O -0.404 0.817 1.348 0.768 -1.488 0.172 -0.45
H 1.868 8.485 -2.634 -0.029 0.042 0.041 0.38
H 3.360 7.786 -3.243 0.029 0.013 -0.041 0.33
H 3.262 8.251 -1.557 -0.015 0.042 0.052 0.39
H 0.323 6.685 -3.027 -0.084 0.085 -0.082 0.39
H -0.384 4.348 -2.682 -0.145 0.047 -0.099 0.50
H 3.281 3.547 -0.630 0.197 0.050 0.091 0.46
H 4.009 5.891 -1.001 0.075 0.027 0.018 0.43
H -2.217 2.575 -0.462 0.236 0.019 0.079 0.33
H -0.750 3.522 -0.067 -0.237 -0.164 0.045 0.35
Te 0.890 -0.615 -2.700 -0.093 0.048 -0.526 0.40

15
Properties=species:S:1:pos:R:3:forces:R:3:mulliken_charge:R:1 method="wB97M-V/def2-TZVPD" orbital_gap_ha=0.3469 total_charge=0 e_above_lowest_kcal_mol=139.75 energy_ha=-341.7809 smiles="[H]/N=C(/N)C(=C)OC" lumo_energy_ev=0.054 homo_energy_ev=-9.39
H -0.570 -1.553 1.501 0.585 -0.738 1.903 0.26
N 0.096 -1.065 2.169 -0.814 0.417 -3.713 -0.74
C 0.553 -0.295 1.218 -0.185 0.283 0.400 0.26
N 1.074 0.936 1.481 4.179 3.542 -2.777 -0.41
C 0.340 -0.569 -0.326 -3.198 -2.405 -2.681 0.50
C -0.343 -1.713 -0.920 4.589 4.369 -0.289 -0.84
O 0.376 0.485 -1.340 2.039 -1.765 0.928 -0.40
C -0.796 1.173 -1.180 -3.034 1.949 1.794 -0.63
H 1.756 1.440 0.740 -2.559 -2.151 1.334 0.26
H 1.493 1.377 2.304 -1.153 -1.587 0.614 0.27
H -0.197 -2.649 -0.374 -0.752 -0.052 -0.642 0.38
H -0.304 -1.467 -2.133 -0.660 -1.479 3.404 0.25
H -1.731 0.521 -1.274 1.045 0.634 -1.211 0.30
H -0.840 1.111 -0.017 -0.706 2.346 -1.460 0.32
H -0.906 2.268 -1.850 0.624 -3.361 2.395 0.22

79
Properties=species:S:1:pos:R:3:forces:R:3:mulliken_charge:R:1 method="wB97M-V/def2-TZVPD" orbital_gap_ha=0.2098 total_charge=+1 e_above_lowest_kcal_mol=432.43 energy_ha=-2073.8189 lumo_energy_ev=-5.404 homo_energy_ev=-11.11
C -2.863 2.447 4.572 0.450 -0.440 0.294 -0.85
C -2.095 3.890 4.442 -0.675 -0.047 0.106 -0.29
C -2.972 5.036 3.603 1.343 0.302 0.569 -0.63
C -2.631 4.993 1.995 -0.819 -0.145 0.286 -0.27
C -3.580 3.890 1.218 -0.482 0.416 -0.465 -0.30
C -3.586 4.112 -0.416 -0.211 -0.692 0.047 -0.65
C -2.681 2.942 -1.193 0.186 1.929 -1.290 0.04
C -3.590 2.246 -2.364 -0.883 -0.891 0.840 -0.82
C -2.886 0.989 -3.145 -0.283 0.187 -1.268 -0.72
C -1.280 1.143 -3.422 0.102 -1.131 -1.073 -0.36
C -0.510 -0.179 -2.777 0.113 0.681 -1.080 -0.69
C 1.123 0.129 -2.627 -0.659 0.096 0.356 -0.70
C 1.442 0.137 -1.016 1.082 -0.833 2.841 0.19
C 1.367 -1.322 -0.221 0.311 3.499 2.974 0.40
C 1.019 -2.761 -0.997 4.816 -0.469 -5.340 0.64
O 1.858 -3.061 -2.020 -6.120 1.723 7.225 -0.47
O -0.133 -3.590 -0.603 3.451 -1.296 -0.938 -0.25
C 0.118 -5.025 -0.804 1.002 -1.438 -0.605 0.77
F 1.427 -5.440 -0.186 -4.032 1.595 -2.400 -0.27
F 0.037 -5.449 -2.252 0.829 1.716 5.017 -0.25
C -1.032 -5.962 -0.032 -2.077 -1.741 -0.168 0.55
F -0.484 -7.305 0.371 -1.971 5.277 -1.273 -0.21
F -1.626 -5.253 1.136 2.188 -2.766 -4.250 -0.20
F -2.081 -6.253 -1.072 3.420 1.159 4.153 -0.21
C 1.678 -1.251 1.420 0.129 3.171 -2.476 -0.73
C 2.060 0.167 2.152 -0.706 -0.583 -3.524 -0.39
N 2.128 1.480 1.366 -1.373 -4.790 -2.189 0.06
C 1.836 1.508 -0.142 -0.778 -3.227 1.389 0.14
B 1.974 2.996 -0.878 0.292 2.075 -0.958 0.28
C 3.126 3.076 -2.090 0.150 -0.977 0.001 -0.83
O 1.201 4.200 -0.514 2.943 -2.137 0.737 -0.56
H -2.339 1.835 5.449 -1.275 1.260 -1.843 0.30
H -2.784 1.765 3.607 -0.177 1.609 1.881 0.17
H -4.004 2.590 4.828 2.337 -0.252 -0.462 0.25
H -1.027 3.732 3.946 -2.268 0.440 0.987 0.11
H -1.929 4.293 5.537 -0.285 -0.804 -2.186 0.31
H -4.128 4.977 3.842 2.394 -0.137 -0.653 0.30
H -2.612 6.079 4.057 -0.767 -2.147 -1.169 0.28
H -1.484 4.766 1.817 -2.329 0.483 0.392 -0.04
H -2.876 6.061 1.569 0.501 -2.123 0.628 0.34
H -3.274 2.774 1.433 -0.525 2.280 -0.224 0.04
H -4.690 4.032 1.585 2.251 -0.275 -0.513 0.29
H -4.687 4.022 -0.863 2.316 0.228 1.174 0.37
H -3.215 5.203 -0.651 -0.582 -2.253 0.340 0.33
H -1.818 3.556 -1.742 -1.599 -1.502 1.221 0.04
H -2.165 2.195 -0.454 -1.217 1.237 -1.371 0.09
H -4.552 1.799 -1.815 1.978 0.957 -1.199 0.30
H -4.036 3.029 -3.146 1.361 -1.537 1.810 0.30
H -3.408 0.931 -4.217 1.060 0.026 2.393 0.30
H -3.086 -0.069 -2.649 0.359 2.377 -0.742 0.35
H -1.104 1.053 -4.599 -0.307 0.355 2.541 0.34
H -0.809 2.166 -3.107 -0.987 -2.003 -0.235 0.21
H -0.619 -1.057 -3.578 0.022 1.771 2.116 0.19
H -1.032 -0.413 -1.757 1.194 0.160 -1.908 0.43
H 1.765 -0.678 -3.220 -1.294 1.667 1.767 0.38
H 1.295 1.160 -3.164 -0.064 -1.910 1.473 0.23
H 1.659 -2.240 2.045 0.046 2.315 -1.198 0.34
H 2.289 0.193 3.303 -0.368 -0.181 -2.147 0.56
H 2.404 2.376 1.867 -0.645 -1.662 -0.893 0.30
H 3.585 1.986 -2.242 -0.924 2.395 0.120 0.25
H 4.030 3.770 -1.814 -1.805 -1.105 -0.566 0.35
H 2.634 3.433 -3.106 1.092 -0.600 2.106 0.27
H 1.820 4.962 -0.267 -1.271 -1.337 -1.032 0.31
C 2.142 -7.586 -5.308 -0.229 -0.258 -1.019 0.59
O 1.835 -7.831 -6.464 0.018 0.044 0.103 -0.65
N 3.107 -8.258 -4.654 1.143 -0.968 0.383 -0.37
N 1.543 -6.623 -4.585 -0.896 1.204 0.502 -0.26
H 3.373 -8.071 -3.702 -0.062 -0.046 -0.201 0.16
H 3.583 -8.991 -5.162 -0.180 0.280 0.218 0.22
H 0.811 -6.094 -5.040 0.291 -0.220 0.203 0.17
H 1.781 -6.407 -3.632 -0.058 -0.045 -0.221 0.14
C 3.770 -1.369 5.201 0.546 -0.222 0.234 0.73
O 2.737 -0.780 4.923 -0.721 0.464 -0.452 -0.75
N 4.855 -0.743 5.692 0.522 0.990 0.251 -0.39
N 3.915 -2.697 5.041 -0.444 -1.046 -0.439 -0.38
H 5.714 -1.211 5.926 -0.156 0.070 -0.008 0.17
H 4.787 0.257 5.827 0.085 -0.385 0.047 0.22
H 3.122 -3.206 4.674 0.333 0.104 0.248 0.22
H 4.758 -3.200 5.264 -0.153 0.081 0.001 0.17